116
Properties=species:S:1:pos:R:3:forces:R:3 method="wB97M-V/def2-TZVPD" homo_energy_ev="0.77 / -0.39" charge=-2 spin_multiplicity=5 s2=6.186 homo_lumo_gap_ev="3.07 / 4.24"
Mn -0.1131 -1.3368 0.9810 0.23 -0.37 -0.21
C 3.5199 -3.2009 0.1795 0.03 -0.05 0.08
Si 3.0748 -1.7388 -0.9001 0.02 -0.12 -0.02
C 2.6143 -2.4193 -2.5883 -0.02 -0.05 -0.12
C 4.6506 -0.7304 -1.1456 0.05 0.11 -0.03
N 1.7928 -0.8636 -0.2594 -0.26 0.49 0.34
P 1.4864 0.6704 0.0985 0.13 -0.03 -0.12
C -0.0822 1.0419 0.3280 -0.05 0.18 0.25
P -1.6573 0.7114 0.0660 -0.25 -0.18 -0.35
N -1.9789 -0.7776 -0.4362 0.03 0.69 0.23
Si -3.1827 -1.6166 -1.2471 0.12 -0.11 -0.07
C -3.6324 -0.8537 -2.9154 -0.01 0.09 -0.07
C -4.8087 -1.7802 -0.3049 -0.14 0.04 0.06
C -2.6257 -3.3611 -1.6166 0.03 -0.11 0.02
C -2.5919 0.9968 1.6345 0.02 0.00 -0.09
C -2.5990 2.2531 2.2359 0.03 0.04 0.01
C -3.1676 2.4392 3.4856 0.00 -0.03 -0.01
C -3.7313 1.3596 4.1609 0.00 0.01 -0.02
C -3.7328 0.1058 3.5695 0.02 0.02 -0.01
C -3.1723 -0.0703 2.3075 0.00 -0.07 0.00
C -2.4652 1.9801 -1.0168 0.04 -0.09 0.11
C -3.8388 2.2010 -0.9927 -0.11 -0.03 0.01
C -4.4281 3.1270 -1.8427 0.06 -0.02 -0.02
C -3.6408 3.8466 -2.7347 -0.03 0.00 0.01
C -2.2671 3.6439 -2.7579 0.02 -0.03 0.04
C -1.6859 2.7217 -1.8952 0.06 0.03 -0.05
C 2.3936 1.1218 1.6447 0.02 0.01 -0.14
C 3.1196 0.1656 2.3422 0.01 -0.06 -0.02
C 3.6493 0.4464 3.5986 0.00 0.03 0.00
C 3.4753 1.7018 4.1599 -0.01 0.01 -0.04
C 2.7627 2.6732 3.4620 0.00 -0.03 0.03
C 2.2180 2.3777 2.2231 -0.06 0.03 -0.03
C 2.2992 1.7325 -1.1868 -0.10 -0.17 0.02
C 3.3535 2.6096 -0.9773 0.10 0.09 0.05
C 3.9090 3.3247 -2.0358 -0.03 -0.03 0.01
C 3.4179 3.1613 -3.3217 -0.01 -0.01 0.00
C 2.3631 2.2800 -3.5463 0.02 0.01 0.03
C 1.8123 1.5776 -2.4869 -0.01 -0.01 -0.02
H 4.2037 -3.8835 -0.3345 0.00 -0.04 0.00
H 2.5976 -3.7256 0.4432 0.04 -0.02 0.02
H 3.9957 -2.8809 1.1119 -0.02 -0.03 0.00
H 3.3980 -3.0596 -3.0056 -0.01 0.00 -0.02
H 2.4348 -1.5927 -3.2817 -0.01 -0.01 -0.02
H 1.6916 -3.0002 -2.5131 0.00 -0.01 0.00
H 5.4921 -1.3842 -1.3962 0.00 0.00 -0.01
H 4.9051 -0.1787 -0.2354 0.02 -0.01 -0.01
H 4.5280 -0.0019 -1.9518 0.03 0.02 0.01
H -4.1695 0.0896 -2.8017 -0.02 0.06 -0.03
H -4.2555 -1.5349 -3.5045 -0.01 -0.01 0.01
H -2.7206 -0.6467 -3.4829 -0.01 -0.01 -0.01
H -5.1802 -0.8042 0.0212 -0.03 -0.01 0.00
H -4.6792 -2.3989 0.5870 0.00 -0.01 0.00
H -5.5735 -2.2452 -0.9358 -0.02 -0.01 0.01
H -1.7556 -3.3575 -2.2783 0.01 -0.01 0.00
H -3.4258 -3.9391 -2.0907 0.00 -0.03 -0.02
H -2.3228 -3.8434 -0.6838 0.02 0.01 -0.03
H -2.1167 3.0814 1.7267 0.00 0.00 0.01
H -3.1522 3.4198 3.9488 0.00 0.00 0.00
H -4.1526 1.4955 5.1506 0.00 0.01 0.00
H -4.1524 -0.7439 4.0956 0.00 -0.01 0.00
H -3.1389 -1.0532 1.8501 0.01 0.02 0.03
H -4.4545 1.6406 -0.2951 0.01 0.01 -0.02
H -5.5001 3.2857 -1.8137 -0.01 0.00 0.00
H -4.0977 4.5679 -3.4030 0.00 0.00 0.00
H -1.6453 4.2118 -3.4409 0.00 0.00 0.00
H -0.6112 2.5703 -1.8739 -0.03 0.02 -0.01
H 3.2149 -0.8260 1.9162 0.01 0.00 0.02
H 4.1762 -0.3259 4.1467 0.00 -0.01 0.00
H 3.8674 1.9178 5.1471 0.00 0.00 0.00
H 2.6009 3.6489 3.9068 0.00 0.00 0.00
H 1.5966 3.1034 1.7089 0.01 0.00 0.01
H 3.7592 2.7312 0.0209 -0.01 -0.01 -0.03
H 4.7341 4.0040 -1.8531 0.00 0.00 0.01
H 3.8543 3.7135 -4.1462 0.00 0.00 -0.01
H 1.9744 2.1408 -4.5485 0.00 0.00 0.00
H 0.9902 0.8866 -2.6504 0.01 0.00 -0.01
C -0.4084 -5.6551 1.1990 -0.03 -0.03 0.01
C -0.2913 -4.3822 2.0540 0.13 -0.17 0.02
C -1.5625 -4.2948 2.9204 0.01 0.06 -0.03
C 0.9146 -4.5860 2.9982 0.05 0.01 -0.06
C -0.1555 -3.1931 1.1370 -0.67 -0.22 0.05
H -0.5091 -6.5498 1.8283 -0.01 0.01 0.00
H 0.4800 -5.7731 0.5726 0.01 0.00 0.00
H -1.2802 -5.5975 0.5422 0.00 0.01 -0.01
H -1.6641 -5.1654 3.5843 0.00 -0.01 0.01
H -2.4405 -4.2373 2.2715 0.00 -0.01 0.01
H -1.5396 -3.3943 3.5344 0.02 0.03 0.01
H 0.7615 -5.4435 3.6712 0.00 -0.01 -0.01
H 1.0795 -3.6959 3.6007 -0.02 0.01 0.00
H 1.8180 -4.7672 2.4098 0.00 -0.01 0.01
H 0.1410 -3.4499 0.0993 0.42 0.03 0.12
C 0.5379 -1.8838 9.4386 0.00 0.01 0.04
C 0.3989 -0.3945 9.1221 -0.01 -0.01 -0.04
C 1.6526 0.3223 9.6424 0.01 -0.01 -0.02
C -0.8288 0.1360 9.8747 -0.02 -0.02 0.00
C 0.2428 -0.1376 7.6203 0.02 -0.03 -0.03
C 0.0584 1.1719 7.1700 0.01 -0.01 -0.05
C -0.0808 1.4891 5.8174 0.01 0.03 0.13
C -0.0272 0.4506 4.9166 -0.03 0.18 -0.05
O -0.1279 0.4774 3.5724 -0.01 -0.08 0.04
B -0.0113 -0.8699 3.0975 0.18 0.03 -0.01
O 0.1637 -1.6785 4.2674 -0.03 0.14 0.15
C 0.1534 -0.8524 5.3472 -0.02 -0.21 -0.17
C 0.2904 -1.1769 6.6787 0.00 0.06 0.10
H 0.6271 -2.0191 10.5201 0.00 -0.01 -0.01
H 1.4254 -2.3124 8.9705 0.01 0.00 0.00
H -0.3318 -2.4472 9.0967 -0.01 0.00 0.00
H 1.7784 0.1501 10.7161 0.00 0.00 0.01
H 1.5905 1.3978 9.4729 0.00 0.01 0.00
H 2.5415 -0.0450 9.1257 0.00 0.00 0.00
H -0.7297 -0.0506 10.9487 0.00 0.00 0.00
H -1.7351 -0.3579 9.5191 0.00 0.00 0.00
H -0.9549 1.2087 9.7262 0.00 0.00 0.00
H 0.0234 1.9824 7.8895 0.00 0.00 0.01
H -0.2244 2.5087 5.4849 0.00 0.00 -0.02
H 0.4285 -2.2123 6.9560 0.00 0.00 0.02


116
Properties=species:S:1:pos:R:3:forces:R:3 method="wB97M-V/def2-TZVPD" homo_energy_ev=0.32 charge=-2 spin_multiplicity=1 homo_lumo_gap_ev=2.95 relative_energy_kj_mol=51.3
Rb -0.7978 -0.0100 0.5344 -0.28 0.04 -0.01
C -0.8494 0.1805 3.7178 1.02 0.35 0.08
Si 0.1299 1.6903 3.8839 -0.60 -1.02 -0.62
C -0.5134 3.0014 2.6121 -0.53 0.49 -0.09
N -0.0829 2.9589 1.1999 -0.68 -0.79 0.24
C 1.3477 3.1784 1.1413 0.39 0.33 0.24
C 1.7547 3.9634 -0.0874 -1.20 -0.08 -0.15
C 1.1037 5.3587 -0.0937 0.64 -0.56 0.72
C -0.3622 5.2748 0.3348 -0.23 0.31 -0.23
C -0.8553 3.8376 0.3138 0.43 -0.25 0.64
C 0.0824 2.6845 5.5011 -0.54 0.56 0.28
C -0.7561 3.7990 5.7071 0.91 0.08 1.27
C -0.7856 4.4622 6.9549 -0.07 0.16 -1.04
C 0.0082 4.0257 7.9835 0.34 -0.26 0.63
C 0.8005 2.8897 7.8088 0.28 -0.25 0.98
C 0.8237 2.2248 6.6045 -0.16 0.08 -0.44
C 2.0057 1.3028 3.6839 -0.78 -0.25 0.11
C 2.3594 0.1567 2.9906 -0.92 -0.88 -0.52
C 3.6445 -0.1599 2.5951 0.56 0.03 0.67
C 4.6848 0.6665 2.9905 0.52 1.38 0.00
C 4.3778 1.8281 3.7236 -0.55 -0.71 0.44
C 3.0478 2.0883 4.1017 1.43 0.86 -0.40
H -1.9302 0.1796 3.6243 -0.06 0.21 0.16
H -0.4398 -0.7435 4.1488 -0.19 0.21 -0.08
H -0.2903 4.0263 2.9875 -0.09 -0.18 0.11
H -1.6225 2.8715 2.6680 0.68 0.06 -0.15
H 1.8791 2.2105 1.1632 -0.03 0.46 0.25
H 1.6010 3.7916 2.0369 0.46 -0.38 -0.24
H 1.4607 3.3713 -0.9505 -0.07 0.08 -0.33
H 2.8094 4.0439 -0.1233 1.21 0.11 -0.02
H 1.2652 5.8366 -1.0482 -0.13 0.21 -0.39
H 1.6512 5.9402 0.6564 0.01 0.15 -0.13
H -1.0068 5.8257 -0.3470 -0.06 0.34 -0.08
H -0.4816 5.7356 1.3276 -0.10 -0.31 -0.20
H -0.8271 3.4365 -0.7069 0.01 0.11 0.03
H -1.8764 3.7872 0.6519 -0.45 -0.08 0.01
H -1.3243 4.2619 4.9282 -0.30 -0.16 -0.57
H -1.3579 5.3854 7.0727 -0.03 -0.31 -0.05
H 0.0304 4.5596 8.9323 -0.05 -0.10 -0.12
H 1.3907 2.4988 8.6604 -0.31 0.33 -0.56
H 1.4397 1.3358 6.4804 -0.04 0.12 0.06
H 1.5399 -0.5174 2.7472 0.19 -0.06 -0.23
H 3.8742 -1.0777 2.0840 -0.20 -0.22 -0.30
H 5.7312 0.5076 2.6805 -0.62 -0.18 0.19
H 5.1342 2.4977 4.1235 0.17 -0.12 -0.32
H 2.8845 2.9991 4.6535 -0.23 0.22 0.27
C -4.9829 2.1123 -0.3864 -0.19 0.29 0.19
C -4.3027 1.4190 0.7592 -0.54 -0.48 0.19
O -3.2177 1.7308 1.1813 0.85 0.30 0.06
N -5.0478 0.4356 1.3449 -0.69 -0.03 -0.55
C -4.4676 -0.6210 2.1244 0.48 -0.46 0.20
C -4.2529 -1.8750 1.2959 -0.22 -0.96 0.30
C -4.6315 -3.1441 1.7733 0.28 0.00 -0.89
C -4.3710 -4.2543 0.9705 -0.29 -0.13 0.65
C -3.7274 -4.1003 -0.2384 0.24 0.12 0.04
C -3.4333 -2.8230 -0.6499 -0.08 1.34 -0.18
N -3.7100 -1.7376 0.0971 0.34 0.05 -0.38
H -4.3043 2.8806 -0.7221 0.07 0.22 -0.30
H -5.9124 2.5724 -0.0347 0.07 -0.02 -0.05
H -5.2211 1.4313 -1.2003 0.11 -0.09 -0.05
H -5.8125 0.1341 0.7595 -0.08 -0.01 0.07
H -5.1293 -0.8895 2.9530 0.18 0.21 0.10
H -3.4955 -0.2696 2.5121 -0.43 -0.11 -0.03
H -5.1216 -3.2923 2.7153 -0.13 0.19 0.39
H -4.6737 -5.2552 1.2897 0.18 0.33 0.04
H -3.3944 -4.9376 -0.8117 -0.05 -0.43 -0.34
H -3.0006 -2.5757 -1.6314 -0.05 -0.34 0.50
C 0.2711 -7.1163 0.1617 -0.39 0.28 0.75
Te 1.7834 -2.5027 0.1883 0.12 0.40 0.16
C 0.4200 -4.1169 -0.4031 0.15 0.44 -0.55
C 1.0893 -5.1545 -1.2309 0.02 -1.29 0.14
C 1.8388 -4.8042 -2.3238 -0.35 1.48 0.35
C 2.4550 -5.6855 -3.1768 -0.27 -0.59 -0.40
C 2.2723 -7.0611 -2.9277 0.93 -0.16 -0.04
C 1.6245 -7.5008 -1.8091 -0.33 0.67 0.53
C 0.9767 -6.5668 -0.8918 -0.15 -0.34 -0.46
H -0.2337 -6.4900 0.9135 0.27 -0.52 -0.31
H 0.3278 -8.2018 0.3173 -0.16 0.48 0.08
H -0.4188 -3.6494 -0.9209 -0.08 0.19 -0.17
H -0.0014 -4.5524 0.4894 0.15 0.13 0.49
H 1.9386 -3.7149 -2.4714 0.03 -0.69 -0.15
H 3.0004 -5.3040 -4.0163 0.32 -0.07 -0.41
H 2.7919 -7.7750 -3.5694 -0.18 -0.03 0.00
H 1.5598 -8.5473 -1.4934 0.11 0.19 -0.50
C 3.0596 -1.4988 -3.0599 -0.03 0.06 0.33
C 2.9360 -0.4360 -1.9505 0.29 1.05 -0.58
C 2.6941 1.0066 -2.5289 -0.52 -0.37 -0.04
C 4.3525 -0.3533 -1.2399 -1.40 -0.93 1.20
C 1.6520 -0.6595 -1.1158 0.30 -1.26 0.16
H 3.7340 -1.2674 -3.8824 0.12 0.61 -0.22
H 2.0901 -1.7908 -3.4717 0.10 0.07 0.23
H 3.5133 -2.3798 -2.6305 -0.10 -0.46 0.30
H 3.3767 1.2436 -3.3520 0.20 0.09 0.08
H 2.8203 1.7387 -1.7104 -0.01 -0.24 -0.43
H 1.6476 1.1188 -2.9080 0.67 -0.14 0.28
H 5.1929 -0.2155 -1.9227 -0.07 0.14 -0.08
H 4.4796 -1.3183 -0.6897 0.15 0.53 -0.48
H 4.3356 0.4160 -0.4389 0.10 -0.16 -0.59
H 1.6882 0.0424 -0.2715 0.15 0.28 0.02
C 1.2311 -0.6551 -5.7020 0.95 -1.27 0.80
C -0.2015 -0.4138 -5.6148 -2.62 0.52 -0.39
C -0.9362 -0.1522 -6.7652 2.32 -0.25 1.48
C -2.2641 0.1706 -6.6057 -0.97 -0.13 -1.05
N -2.9055 0.1636 -5.4731 -0.12 0.19 0.31
C -2.2297 -0.0456 -4.3092 -0.31 0.56 0.73
S -2.9961 0.2456 -2.8236 0.81 -0.52 -0.71
N -0.8881 -0.3792 -4.4127 1.47 -0.11 -1.17
C -3.0452 0.4451 -7.8627 -0.89 -0.36 0.81
H 1.6435 -0.3310 -6.6381 -0.05 0.20 -0.54
H 1.4808 -1.7347 -5.5852 -0.27 0.63 -0.01
H 1.7565 -0.1486 -4.9119 0.27 0.20 0.40
H -0.3560 -0.1241 -7.6757 -0.47 0.05 -0.28
H -0.2839 -0.4963 -3.5945 -0.52 0.00 0.57
H -3.2844 -0.5379 -8.2878 0.05 0.27 -0.24
H -2.4933 1.0513 -8.5589 0.26 0.11 -0.36
H -3.9881 0.9320 -7.5965 0.16 -0.05 -0.12